C30H80Cl2O10Ti2 as an isolated structure at a distorted geometry. Source: the Open Molecules 2025 dataset; level of theory: the ωB97M-V functional and the def2-TZVPD basis.

Its spin multiplicity is 7. The calculation puts the molar mass at 767.600 g/mol. The HOMO energy (spin up / spin down) is -3.5 / -9.7 eV. The calculated total energy is -124157.3289 eV.

Last column: Mulliken charge in e.
Cartesian coordinates (Å):
1 H -1.8394 -9.0439 -12.4417  0.45
2 H -6.0448 -18.3649 -14.8056  -0.18
3 H -1.4142 -10.2222 -13.7356  0.12
4 H -4.1787 -17.6299 -10.6643  0.29
5 H -7.6439 -12.1165 -9.5918  0.35
6 H -2.5528 -12.7076 -23.0262  0.45
7 C 1.0476 -13.3830 -14.2873  -1.39
8 C -7.0065 -17.8292 -15.0052  -0.40
9 H -4.8132 -20.9493 -12.1468  0.32
10 C -6.2341 -13.1015 -10.9651  1.02
11 H -3.4226 -11.4300 -21.0647  0.36
12 H -3.6123 -17.1496 -21.8090  0.47
13 H -5.7163 -12.7087 -16.4716  0.05
14 H -2.7034 -18.4940 -10.2236  0.47
15 C -2.7623 -17.4221 -19.8724  0.90
16 C -4.7796 -10.3184 -18.2565  -1.11
17 C -5.7853 -10.8787 -17.2422  1.50
18 H -6.0277 -12.6805 -8.9482  0.40
19 C -3.2336 -16.5169 -21.0204  -1.72
20 H -9.2733 -15.6893 -18.7706  0.42
21 C -7.1775 -12.9047 -12.1134  -0.95
22 H -7.7911 -16.2496 -18.2239  0.29
23 H 1.0898 -12.9097 -15.2781  0.34
24 H -7.5888 -18.6502 -15.5390  0.47
25 C -3.7383 -12.4363 -21.2603  0.52
26 O -4.8717 -13.0223 -11.3115  -0.55
27 H -0.4568 -17.0645 -16.2003  0.09
28 O -5.1297 -11.9370 -16.4545  0.63
29 H 1.1365 -14.4564 -14.4928  0.30
30 C -0.3044 -13.1304 -13.5704  0.46
31 H -1.2680 -14.1504 -14.9245  -0.04
32 H -2.9009 -13.1330 -19.5972  0.12
33 H 1.8340 -12.9834 -13.6389  0.40
34 H -6.4598 -14.1342 -10.6358  0.08
35 O -2.9558 -18.0814 -15.4609  -0.11
36 H -5.3589 -19.7263 -10.9703  0.33
37 Cl -2.5703 -13.9357 -17.3990  -0.63
38 H -4.6783 -13.7611 -11.9479  0.11
39 O -2.5535 -16.7519 -18.6598  0.02
40 H -5.2004 -12.7155 -19.6862  -0.34
41 H -9.0922 -15.9061 -13.1095  0.33
42 C -4.3809 -9.8124 -11.8197  -0.96
43 H -5.7253 -13.4082 -21.1994  0.48
44 C -4.4841 -20.2063 -11.3800  -1.47
45 C -8.1500 -14.1255 -17.5967  1.05
46 Ti -3.5290 -16.1986 -16.4198  0.60
47 C -3.5546 -19.1687 -12.0238  0.26
48 H -8.7892 -12.0579 -17.5221  0.34
49 H -1.3366 -18.2911 -14.2451  0.12
50 C -3.5765 -10.1207 -13.1384  0.56
51 C -1.6251 -20.1674 -15.2474  -1.53
52 H -6.1462 -15.9568 -13.3796  -0.13
53 H -0.3909 -12.1015 -13.2185  0.15
54 H -8.3894 -15.2592 -14.5528  -0.15
55 H -4.0479 -12.0635 -23.4056  0.44
56 C -8.2652 -15.3185 -18.5727  -1.45
57 H -3.9520 -9.8595 -17.6924  0.20
58 C -7.7104 -17.2087 -13.8036  0.58
59 H -7.2641 -10.1998 -15.7382  0.35
60 H -4.1645 -18.9248 -20.4949  0.45
61 H -2.3394 -20.6852 -14.6334  0.38
62 C -3.7787 -18.4510 -19.5932  -1.20
63 H -1.8265 -20.5698 -16.2592  0.32
64 C -0.4319 -14.1617 -12.3921  -1.05
65 Cl -4.1139 -15.0339 -14.2546  -0.29
66 H -5.5882 -9.3971 -15.6130  -0.04
67 H -8.1633 -13.2140 -11.7946  0.51
68 H -6.6192 -11.3482 -17.7424  -0.71
69 H -8.7170 -14.4680 -16.7379  -0.11
70 C -6.5414 -12.2329 -9.7946  -1.56
71 C -8.7127 -12.8642 -18.1979  -1.60
72 H -0.4097 -15.1887 -12.7826  0.20
73 C -8.8054 -16.2198 -14.1032  -0.97
74 H -4.0662 -20.6843 -10.5043  0.42
75 H -8.1224 -12.6440 -19.0922  0.16
76 C -0.6834 -18.1275 -16.3279  -1.19
77 Ti -3.2397 -12.4956 -15.5349  0.19
78 C -5.2077 -12.5664 -20.7715  -0.57
79 H -3.9359 -13.6982 -22.9562  0.37
80 H -4.0490 -15.8741 -20.7279  0.33
81 O -4.0853 -11.3345 -13.7296  0.17
82 H 0.3836 -13.9624 -11.6882  0.50
83 H -6.2155 -14.6129 -17.4931  -0.25
84 H 0.1789 -18.7712 -16.4226  0.47
85 H -4.3348 -11.9745 -13.0363  0.01
86 H -9.6680 -16.5794 -14.6237  0.45
87 C -1.6570 -18.6452 -15.2139  0.98
88 H -4.3207 -10.7451 -11.1944  0.09
89 H -3.8147 -9.3827 -13.8957  0.16
90 H -8.1558 -18.0060 -13.2001  0.24
91 H -5.7142 -11.6002 -21.0451  0.38
92 H -4.9352 -18.0161 -12.8628  0.11
93 H -6.8564 -13.5278 -12.9820  -0.12
94 H -1.8600 -10.8361 -12.0443  0.25
95 O -6.7003 -16.5795 -12.9441  -0.43
96 H -3.3740 -19.2380 -18.8918  0.20
97 H -7.7636 -15.1006 -19.4929  0.35
98 O -1.3101 -13.2530 -14.5417  -0.10
99 O -2.8840 -13.3655 -20.5426  -0.42
100 H -2.6569 -19.5296 -12.4751  0.44
101 H -6.2026 -11.2031 -9.8914  0.29
102 H -6.7510 -17.0556 -15.7409  -0.17
103 C -2.0506 -10.0806 -12.8318  -1.32
104 H -6.7237 -8.9397 -16.8773  0.42
105 H -1.2197 -18.1817 -17.2834  0.05
106 O -6.7886 -13.9476 -17.0909  -0.04
107 H -5.1566 -9.5979 -18.9281  0.46
108 H -2.5417 -15.8002 -21.3957  0.45
109 H -1.8853 -17.9971 -20.1782  0.08
110 C -3.5702 -12.7461 -22.7338  -1.86
111 C -6.4036 -9.8354 -16.2935  -1.24
112 H -1.3512 -14.0576 -11.8008  0.14
113 O -4.1752 -18.5504 -13.1746  -0.34
114 H -2.5832 -17.1945 -11.5327  0.10
115 H -7.2184 -11.8652 -12.5322  0.25
116 H -3.4870 -18.2673 -14.6268  0.30
117 C -3.2055 -17.9918 -11.0250  -1.06
118 H -2.3339 -15.8082 -18.8206  0.08
119 H -0.6337 -20.5171 -14.8651  0.41
120 H -5.4198 -9.4697 -12.0248  0.28
121 H -9.6865 -13.0760 -18.4945  0.59
122 H -4.3671 -11.1788 -18.7725  -0.03
123 H -3.8634 -8.9731 -11.2906  0.43
124 H -4.6211 -18.0093 -19.0437  0.11

Force components x, y, z for each atom (eV/Å):
-0.1 -1.1 -0.2
-0.7 0.6 0.5
-0.6 -0.2 0.6
0.4 0.3 0.0
1.1 -0.6 -0.2
1.2 -0.1 0.0
-0.6 0.5 0.2
0.2 -1.3 -1.2
0.3 0.4 0.7
-1.2 -1.3 -0.1
0.4 0.7 0.2
0.1 -0.1 -0.4
-0.3 -0.2 -0.2
0.6 0.3 0.8
-0.3 0.1 -1.3
0.8 -1.1 2.0
0.0 0.3 0.8
-0.2 0.2 0.4
-0.3 -0.3 0.6
-0.2 0.8 0.0
0.4 0.7 -1.9
0.2 0.5 0.4
-0.1 0.2 0.4
0.2 1.2 0.6
-0.5 -1.3 0.4
0.8 -0.6 -1.1
0.3 -0.2 0.1
-0.3 0.8 -0.5
0.3 0.1 0.4
1.1 -0.8 0.3
-0.1 0.3 0.1
0.0 -0.2 -0.3
0.2 -0.4 -0.3
0.3 0.1 0.0
-0.1 -0.7 0.5
-0.5 0.5 -0.2
0.1 -0.7 -0.2
-0.2 0.7 0.8
0.6 1.5 0.7
-0.2 0.2 -0.2
-0.6 0.2 0.3
0.9 0.0 -0.4
-0.2 -0.3 -0.4
0.2 -0.2 -1.1
0.2 -1.5 0.4
0.1 0.5 -0.5
-0.6 2.2 0.5
0.4 1.0 0.8
0.2 0.1 0.4
-0.4 0.5 0.9
0.5 -0.6 -0.2
0.7 0.9 -1.3
0.2 -0.2 0.1
-0.5 -1.3 0.1
-0.7 0.7 -0.1
0.6 -0.6 0.5
-0.2 -0.1 -0.1
1.5 -0.3 -0.1
0.2 -0.2 0.2
0.1 -0.1 0.0
-0.6 0.2 0.6
-1.1 -1.7 1.4
0.4 0.4 0.3
-0.4 1.0 -0.4
-0.2 0.2 0.2
-1.2 -0.9 -0.6
-0.3 0.0 -0.1
-0.1 -0.3 -0.4
-0.3 0.4 0.4
-0.6 0.8 0.9
1.7 -0.9 -0.4
0.2 0.2 0.1
1.3 2.0 0.4
0.6 -0.4 -0.1
-0.1 0.4 0.1
-1.6 0.1 0.3
0.1 0.9 0.8
0.7 1.2 -0.2
-0.6 -1.7 -0.3
-0.6 0.0 0.5
0.6 -0.4 0.2
0.1 -0.3 -0.2
0.2 -0.2 0.0
0.4 0.1 0.3
0.1 0.4 0.1
-0.3 -0.4 -0.5
0.8 0.0 -1.5
-0.3 1.1 -0.4
0.1 0.3 -0.1
0.3 0.1 0.2
0.1 -1.0 0.4
0.2 0.0 -0.4
-0.3 0.2 0.6
0.3 0.4 -0.4
-1.6 -1.8 1.0
-0.3 0.6 -0.8
0.1 0.3 -0.8
-1.2 -0.8 -0.6
-0.4 0.7 -0.3
0.7 -0.9 0.2
0.3 0.0 -0.3
-0.1 0.0 0.0
-0.7 0.4 -0.1
0.0 -0.7 0.2
0.0 -0.1 0.2
-0.9 0.0 -0.7
-0.8 0.7 -0.8
1.1 0.2 -0.3
0.6 0.5 0.0
0.1 1.0 0.6
1.7 1.5 -0.1
0.0 0.1 -0.4
-0.9 -0.2 0.5
-0.8 -0.9 0.7
0.1 -0.6 0.6
0.3 0.3 -0.6
-0.4 -1.0 -1.6
0.0 -0.6 0.0
-0.6 0.3 -0.6
0.6 -0.6 0.1
-1.9 -0.4 -0.7
0.1 0.2 -0.2
-0.4 -0.7 -0.3
0.0 0.1 -0.2